1.
C43H59AsN2NiOSSi2Te | ωB97M-V/def2-TZVPD

As for the spin multiplicity: 4. The energy relative to the best compared isomer or geometry (same formula, charge and spin) comes out at 0.0 kJ/mol. As for the charge: -1. The total energy comes out at -6848.10510 Eh. The orbital gap (spin up / spin down) is 6.09 / 6.70 eV.

Structure (XYZ):
```
111
C43H59AsN2NiOSSi2Te | the OMol25 dataset | ωB97M-V/def2-TZVPD
Ni 0.96 1.60 -1.04
C -5.60 -0.99 -0.67
C -4.30 -1.19 0.12
C -4.43 -2.41 1.04
C -4.06 0.05 0.99
C -3.15 -1.42 -0.86
C -3.19 -2.54 -1.71
C -2.16 -2.83 -2.59
C -1.06 -1.98 -2.62
S 0.41 -2.09 -3.54
C 1.00 -0.66 -2.74
N 0.17 -0.15 -1.88
C -1.01 -0.87 -1.79
C -2.06 -0.58 -0.92
C 2.30 -0.05 -2.96
C 3.24 -0.59 -3.83
C 4.49 -0.01 -3.93
C 4.78 1.11 -3.15
C 3.82 1.64 -2.30
C 2.54 1.10 -2.18
H -6.43 -0.82 0.02
H -5.84 -1.86 -1.28
H -5.52 -0.12 -1.33
H -5.24 -2.25 1.76
H -3.50 -2.57 1.60
H -4.65 -3.32 0.48
H -4.90 0.17 1.68
H -3.98 0.96 0.39
H -3.15 -0.05 1.58
H -4.04 -3.20 -1.68
H -2.22 -3.70 -3.23
H -1.98 0.31 -0.30
H 3.00 -1.48 -4.42
H 5.23 -0.42 -4.61
H 5.76 1.56 -3.22
H 4.10 2.51 -1.71
C 2.21 3.14 1.50
C 1.50 1.84 1.88
O 1.25 1.64 3.08
N 1.24 1.01 0.86
Te 0.35 -0.85 1.51
C -0.94 -2.08 2.90
C -1.83 -1.47 3.79
C -1.83 0.01 4.08
C -2.75 -2.26 4.48
C -2.81 -3.63 4.31
C -3.83 -4.47 5.03
C -1.91 -4.22 3.43
C -0.99 -3.47 2.71
C -0.05 -4.16 1.75
C 2.16 -1.51 2.40
C 3.15 -1.98 1.53
C 2.99 -1.95 0.03
C 4.34 -2.47 2.05
C 4.58 -2.51 3.42
C 5.88 -3.03 3.97
C 3.59 -2.02 4.26
C 2.39 -1.51 3.79
C 1.40 -0.97 4.78
H 1.69 3.97 1.98
H 2.25 3.31 0.43
H 3.22 3.09 1.90
H -1.19 0.58 3.41
H -1.47 0.20 5.09
H -2.85 0.41 4.01
H -3.44 -1.78 5.17
H -4.26 -3.92 5.87
H -3.39 -5.39 5.42
H -4.65 -4.75 4.37
H -1.94 -5.30 3.28
H -0.23 -5.24 1.75
H 0.99 -3.99 2.02
H -0.19 -3.79 0.74
H 2.77 -0.94 -0.32
H 2.16 -2.59 -0.29
H 3.90 -2.29 -0.46
H 5.11 -2.83 1.37
H 6.49 -3.46 3.19
H 5.70 -3.80 4.73
H 6.45 -2.23 4.45
H 3.77 -2.01 5.34
H 1.91 -0.72 5.71
H 0.62 -1.70 5.00
H 0.93 -0.07 4.39
C 1.92 4.24 -4.38
Si 1.22 4.96 -2.78
C 2.67 5.32 -1.64
C 0.49 6.65 -3.19
As -0.34 3.65 -1.67
Si -1.54 2.91 -3.52
C -2.02 4.33 -4.67
C -3.17 2.16 -2.92
C -0.69 1.63 -4.62
H 2.68 4.91 -4.80
H 1.14 4.10 -5.13
H 2.38 3.27 -4.19
H 3.34 6.05 -2.09
H 3.25 4.42 -1.42
H 2.32 5.72 -0.69
H 1.24 7.29 -3.68
H 0.17 7.15 -2.27
H -0.37 6.58 -3.85
H -2.53 5.13 -4.12
H -2.71 3.96 -5.44
H -1.16 4.77 -5.17
H -3.93 2.22 -3.70
H -3.54 2.68 -2.04
H -3.04 1.11 -2.66
H -1.02 1.73 -5.66
H -0.95 0.61 -4.30
H 0.39 1.72 -4.59
```

Atom charges from the Mulliken analysis, given in e for atoms 1 to 99: Ni -0.643; C -1.965; C 2.642; C -1.866; C -1.901; C 0.425; C -0.672; C -0.882; C 1.598; S -0.629; C 0.412; N 1.443; C -2.920; C -0.485; C 0.535; C -0.722; C -0.945; C -0.756; C -0.115; C 0.909; H 0.492; H 0.334; H 0.340; H 0.510; H 0.302; H 0.305; H 0.531; H 0.288; H 0.233; H 0.385; H 0.460; H 0.930; H 0.406; H 0.371; H 0.401; H 0.151; C -0.997; C 0.539; O -0.643; N -0.073; Te 0.238; C 0.547; C 1.265; C -2.179; C -1.019; C 0.793; C -1.668; C -0.922; C 0.894; C -1.347; C 0.085; C 0.990; C -1.105; C -1.218; C 0.819; C -1.659; C -0.952; C 1.233; C -1.324; H 0.330; H -0.122; H 0.272; H 0.165; H 0.449; H 0.525; H 0.348; H 0.401; H 0.355; H 0.272; H 0.343; H 0.456; H 0.206; H 0.084; H -0.152; H 0.197; H 0.464; H 0.288; H 0.344; H 0.354; H 0.324; H 0.418; H 0.438; H 0.231; H 0.056; C -0.842; Si 0.502; C -0.889; C -1.129; As -0.169; Si 0.296; C -1.235; C -0.829; C -0.790; H 0.452; H 0.222; H 0.101; H 0.401; H 0.052; H 0.274

---

2.
C43H59BN6P2PtS | ωB97M-V/def2-TZVPD

As for the charge: +2. The total energy comes out at -3226.83193 Eh. The orbital gap (spin up / spin down) is 3.74 / 3.25 eV.

Structure (XYZ):
```
113
C43H59BN6P2PtS | the OMol25 dataset | ωB97M-V/def2-TZVPD
Pt 1.10 0.47 0.57
B 3.65 -2.53 1.03
N 2.24 -2.76 1.32
C 1.59 -4.01 1.45
C 0.24 -3.91 0.70
C 0.01 -2.40 0.82
N 1.20 -1.90 1.58
N 4.10 -1.11 1.23
C 5.38 -0.79 1.52
C 5.46 0.56 1.73
C 4.16 1.02 1.53
N 3.35 0.01 1.21
H 3.93 -2.90 -0.08
H 4.30 -3.27 1.72
H 2.21 -4.88 1.29
H 0.10 -4.33 -0.29
H -0.17 -1.88 -0.12
H 6.14 -1.54 1.56
H 6.32 1.14 2.00
H 3.81 2.02 1.61
C -4.60 0.61 5.06
C -4.46 1.39 3.92
C -3.51 1.06 2.98
C -2.68 -0.04 3.17
C -2.83 -0.83 4.30
C -3.80 -0.50 5.24
P -1.22 -0.22 2.07
C -0.86 -2.05 2.06
C 0.46 -2.41 2.79
C 0.71 -3.93 2.73
C -0.42 -4.61 1.92
C -1.82 -4.22 2.19
C -2.05 -2.91 2.24
C -0.01 0.61 3.18
C -0.04 0.64 4.58
C 0.80 1.51 5.24
C 1.60 2.39 4.53
C 1.64 2.35 3.14
C 0.87 1.42 2.47
H -5.33 0.87 5.81
H -5.08 2.26 3.78
H -3.39 1.67 2.09
H -2.21 -1.70 4.46
H -3.91 -1.11 6.12
H 0.71 -1.94 3.74
H 1.03 -4.38 3.66
H -0.28 -5.69 1.89
H -2.59 -4.97 2.29
H -3.02 -2.47 2.35
H -0.71 0.01 5.13
H 0.79 1.55 6.32
H 2.21 3.11 5.05
H 2.26 3.07 2.62
C -3.99 -1.61 -3.07
C -4.20 -0.80 -1.80
C -3.01 0.16 -1.56
C -1.72 -0.43 -2.12
C -1.77 -1.95 -1.91
C -2.78 -2.54 -2.90
P -0.16 0.47 -1.57
C -0.47 2.27 -1.98
C -1.30 2.97 -0.90
C -1.30 4.50 -1.08
C -0.86 4.92 -2.48
C -1.51 4.00 -3.51
C -1.02 2.55 -3.38
C 1.17 -0.05 -2.78
C 1.97 -1.21 -2.16
C 2.96 -1.75 -3.18
C 2.21 -2.44 -4.33
C 0.82 -1.84 -4.56
C 0.80 -0.35 -4.24
H -3.84 -0.94 -3.91
H -4.88 -2.20 -3.29
H -4.32 -1.48 -0.96
H -5.12 -0.22 -1.88
H -2.90 0.34 -0.49
H -3.23 1.10 -2.05
H -1.69 -0.27 -3.21
H -2.09 -2.16 -0.89
H -0.80 -2.42 -2.07
H -3.10 -3.51 -2.52
H -2.30 -2.71 -3.87
H 0.54 2.69 -1.94
H -0.90 2.70 0.09
H -2.32 2.62 -0.94
H -0.68 5.00 -0.34
H -2.32 4.87 -0.92
H 0.23 4.88 -2.58
H -1.17 5.95 -2.67
H -1.31 4.36 -4.52
H -2.59 4.04 -3.36
H -0.22 2.37 -4.11
H -1.84 1.88 -3.63
H 1.84 0.82 -2.78
H 1.31 -2.02 -1.86
H 2.49 -0.84 -1.26
H 3.64 -2.46 -2.71
H 3.56 -0.92 -3.56
H 2.10 -3.51 -4.12
H 2.80 -2.36 -5.24
H 0.08 -2.36 -3.95
H 0.53 -1.98 -5.60
H -0.17 0.07 -4.51
H 1.54 0.14 -4.88
N 4.11 4.46 -0.46
C 2.93 3.87 -0.29
N 1.94 4.53 0.31
S 2.73 2.29 -0.87
H 4.28 5.42 -0.24
H 4.84 3.95 -0.93
H 2.04 5.50 0.58
H 1.05 4.08 0.43
```

Atom charges from the Mulliken analysis, given in e for atoms 1 to 99: Pt 1.372; B -0.022; N -0.526; C -0.924; C -0.849; C -1.610; N 0.275; N -0.190; C -0.211; C -1.593; C -0.168; N 0.106; H -0.038; H -0.073; H 0.775; H 0.498; H -0.044; H 0.478; H 0.495; H 0.381; C -0.741; C -0.684; C -0.606; C 1.472; C -0.861; C -0.837; P 1.095; C 1.899; C -0.231; C -0.658; C 0.155; C -1.292; C -1.756; C 0.010; C -0.528; C -1.002; C -1.011; C -0.028; C 0.567; H 0.412; H 0.476; H 0.391; H 0.472; H 0.447; H 0.736; H 0.472; H 0.855; H 0.490; H 0.751; H 0.606; H 0.493; H 0.472; H 0.323; C -0.810; C -0.817; C -0.352; C 0.396; C -0.875; C -1.143; P -0.777; C 2.059; C -0.147; C -1.074; C -0.648; C -0.960; C -0.649; C 0.409; C 1.084; C -1.251; C -1.068; C -0.411; C -1.046; H 0.326; H 0.553; H 0.258; H 0.540; H -0.393; H 0.396; H 0.799; H 0.188; H 0.123; H 0.554; H 0.271; H -0.139; H -0.596; H 0.339; H 0.476; H 0.417; H 0.221; H 0.476; H 0.505; H 0.363; H 0.433; H -0.078; H 0.565; H -0.411; H -0.316; H 0.400; H 0.410

---

3.
C43H59N2O29S | ωB97M-V/def2-TZVPD

As for the charge: +1. The total energy comes out at -4362.93793 Eh. The orbital gap is 7.81 eV.

Structure (XYZ):
```
134
C43H59N2O29S | the OMol25 dataset | ωB97M-V/def2-TZVPD
N 1.63 3.45 3.92
C 1.03 4.23 3.21
O 0.20 4.99 2.36
C 0.05 4.39 1.05
C 1.33 4.20 0.09
C 2.56 5.19 0.42
C 2.80 6.34 -0.69
S 4.49 6.09 -1.47
O 4.85 7.16 -2.47
O 5.60 6.04 -0.44
O 4.55 4.61 -2.31
C -0.94 5.29 0.09
N -1.88 4.33 -0.64
C -3.09 4.98 -1.26
C -3.82 3.73 -2.21
C -4.66 4.29 -3.57
O -5.33 3.73 -2.23
C -2.31 3.28 0.34
C -0.98 3.15 1.29
C -0.41 1.68 1.60
C -0.43 0.67 0.33
C 1.01 0.58 -0.38
C 2.33 0.37 0.46
C 3.75 0.25 -0.18
C 3.88 0.35 -1.73
C 2.59 0.60 -2.59
C 1.17 0.71 -1.92
H 1.02 4.23 -1.03
H 1.72 3.13 0.27
H 2.51 5.68 1.45
H 3.52 4.54 0.42
H 1.97 6.45 -1.47
H 2.90 7.34 -0.11
H 3.99 4.78 -3.11
H -1.49 6.11 0.70
H -0.43 5.81 -0.80
H -1.40 3.76 -1.37
H -3.88 5.31 -0.52
H -2.81 5.78 -2.04
H -3.22 2.69 -2.32
H -4.40 5.40 -3.52
H -4.19 3.49 -4.23
H -2.80 2.32 -0.03
H -3.15 3.76 0.96
H -1.45 3.44 2.31
H 0.64 1.74 2.09
H -1.09 1.22 2.41
H -1.28 0.87 -0.42
H -0.62 -0.40 0.78
H 2.22 0.31 1.60
H 4.67 0.07 0.47
H 4.89 0.24 -2.27
H 2.67 0.68 -3.73
H 0.26 0.90 -2.58
C -1.94 -4.56 2.97
C -1.83 -4.34 1.49
O -1.87 -2.92 1.37
C -1.45 -2.41 2.56
O -1.20 -1.25 2.75
O -1.35 -3.38 3.51
H -1.40 -5.45 3.30
H -2.97 -4.62 3.30
H -0.88 -4.70 1.08
H -2.65 -4.80 0.94
C 7.97 0.59 -5.07
C 8.36 -0.48 -4.09
O 7.19 -1.28 -4.00
C 6.49 -1.09 -5.16
O 5.54 -1.74 -5.49
O 7.02 -0.07 -5.89
H 8.82 0.94 -5.66
H 7.50 1.45 -4.59
H 9.19 -1.09 -4.44
H 8.62 -0.06 -3.11
C 0.44 -0.68 6.17
C -0.35 -0.78 7.44
O -0.36 -2.18 7.70
C 0.72 -2.71 7.07
O 1.10 -3.84 7.22
O 1.31 -1.80 6.25
H 1.01 0.25 6.11
H -0.18 -0.78 5.28
H 0.13 -0.27 8.28
H -1.36 -0.39 7.33
C -3.87 -7.40 6.69
C -2.43 -7.72 6.44
O -2.45 -8.23 5.11
C -3.55 -7.72 4.50
O -3.77 -7.82 3.32
O -4.36 -7.10 5.39
H -4.00 -6.54 7.36
H -4.43 -8.25 7.09
H -1.79 -6.84 6.47
H -2.05 -8.47 7.14
C -2.29 -2.38 -3.65
C -2.20 -2.21 -5.13
O -2.21 -0.80 -5.30
C -1.77 -0.26 -4.13
O -1.50 0.91 -3.98
O -1.67 -1.20 -3.16
H -1.76 -3.27 -3.29
H -3.32 -2.41 -3.29
H -1.26 -2.61 -5.54
H -3.04 -2.68 -5.65
C 4.25 10.30 0.70
C 4.59 10.79 -0.66
O 3.77 11.93 -0.81
C 3.47 12.38 0.44
O 2.92 13.42 0.68
O 3.86 11.48 1.39
H 5.09 9.82 1.20
H 3.40 9.60 0.70
H 5.64 11.10 -0.75
H 4.38 10.05 -1.44
C -0.81 -7.87 0.65
C -2.10 -8.56 0.32
O -2.78 -7.60 -0.48
C -1.84 -6.78 -1.02
O -2.05 -5.97 -1.87
O -0.61 -7.01 -0.46
H 0.02 -8.57 0.76
H -0.89 -7.27 1.56
H -1.95 -9.47 -0.28
H -2.68 -8.81 1.21
C -5.62 -7.67 -3.11
C -5.53 -7.52 -4.59
O -5.54 -6.11 -4.77
C -5.10 -5.55 -3.61
O -4.84 -4.39 -3.47
O -5.01 -6.48 -2.62
H -5.10 -8.55 -2.74
H -6.66 -7.70 -2.75
H -4.59 -7.92 -5.00
H -6.37 -7.98 -5.12
```

Atom charges from the Mulliken analysis, given in e for atoms 1 to 99: N -0.537; C 0.609; O -0.501; C 1.556; C 0.408; C -0.889; C 0.079; S 1.088; O -0.613; O -0.598; O -0.399; C -1.417; N 0.151; C -0.656; C 0.473; C -0.523; O -0.403; C -0.914; C -0.613; C -0.284; C 0.620; C 0.098; C -0.228; C -0.724; C -0.236; C -0.749; C -0.063; H 0.464; H -0.613; H 0.318; H 0.451; H 0.362; H -0.264; H 0.346; H 0.259; H 0.287; H 0.495; H 0.286; H 0.462; H 0.075; H 0.270; H 0.324; H 0.425; H 0.418; H 0.391; H -0.050; H 0.464; H 0.115; H -0.438; H 0.303; H 0.340; H 0.251; H 0.409; H 0.222; C -0.103; C -0.035; O -0.320; C 0.488; O -0.538; O -0.298; H 0.210; H 0.164; H 0.178; H 0.150; C -0.257; C -0.315; O -0.331; C 0.678; O -0.535; O -0.321; H 0.299; H 0.213; H 0.298; H 0.286; C 0.120; C -0.367; O -0.325; C 0.649; O -0.546; O -0.312; H 0.259; H -0.063; H 0.282; H 0.305; C -0.360; C -0.259; O -0.311; C 0.667; O -0.505; O -0.323; H 0.296; H 0.277; H 0.235; H 0.288; C -0.061; C -0.412; O -0.352; C 0.507; O -0.599